1.
DFT (ωB97M-V/def2-TZVPD) results for a cluster of 2 separate species, C3H4O2 in total at a distorted geometry.

Geometry as XYZ:
```
9
Properties=species:S:1:pos:R:3
C 1.748 0.361 -0.609
C -0.220 0.103 0.783
C -1.358 -0.307 -0.019
O 0.150 0.110 1.889
O 2.265 0.668 -1.697
H 2.274 0.136 0.277
H -0.963 -0.973 -0.866
H -1.863 0.621 -0.470
H -2.033 -0.719 0.713
```

## Properties
Electronic energy (eV): -7266.829
HOMO energy (alpha / beta) (hartree): -0.2828 / -0.2749
Energy above the lowest of the compared OMol25 structures with the same formula, charge and spin (kcal/mol): 89.0
F_max (eV Å⁻¹): 4.77

2.
DFT (ωB97M-V/def2-TZVPD) results for the molecule C3H4O2 at a distorted geometry.

Geometry as XYZ:
```
9
Properties=species:S:1:pos:R:3
O 2.126 -0.298 -0.756
C 1.003 -0.511 -0.429
C 0.044 0.801 0.126
C -0.973 -0.197 0.292
O 0.231 -1.546 -0.366
H -0.064 1.514 -0.692
H 0.515 1.209 1.022
H -1.736 -0.330 -0.460
H -1.146 -0.641 1.262
```

## Properties
Electronic energy (eV): -7268.616
HOMO energy (alpha / beta) (hartree): -0.3604 / -0.3604
Energy above the lowest of the compared OMol25 structures with the same formula, charge and spin (kcal/mol): 47.7
F_max (eV Å⁻¹): 2.22

3.
DFT (ωB97M-V/def2-TZVPD) results for a structure of composition C3H4O2Rh at a distorted geometry.

Geometry as XYZ:
```
10
Properties=species:S:1:pos:R:3
H 0.431 -0.335 -1.555
O -1.014 0.419 -0.327
O 0.382 0.862 1.212
C -0.012 -0.629 -0.536
C 0.882 -0.408 0.671
C -0.659 1.302 0.603
H -0.558 -1.574 -0.563
H 0.776 -1.163 1.455
H 1.938 -0.262 0.422
Rh -2.166 1.791 -1.383
```

## Properties
Electronic energy (eV): -10249.247
HOMO energy (alpha / beta) (hartree): -0.6451 / -0.8171
Energy above the lowest of the compared OMol25 structures with the same formula, charge and spin (kcal/mol): 47.7
Multiplicity: 6
F_max (eV Å⁻¹): 6.80
Charge: +2

4.
DFT (ωB97M-V/def2-TZVPD) results for a cluster of 2 separate species, C3H4O2S in total at a distorted geometry.

Geometry as XYZ:
```
10
Properties=species:S:1:pos:R:3
C -1.126 0.526 -0.148
C 0.091 0.094 0.062
C 1.399 0.567 0.418
O -1.546 -2.135 0.392
O -0.955 -1.525 -1.899
S -0.995 -1.195 -0.531
H -1.855 1.864 -0.283
H 1.292 0.290 1.458
H 1.542 1.595 0.460
H 2.154 -0.080 0.071
```

## Properties
Electronic energy (eV): -18100.501
HOMO energy (hartree): -0.3687
Energy above the lowest of the compared OMol25 structures with the same formula, charge and spin (kcal/mol): 128.3
F_max (eV Å⁻¹): 4.96

5.
DFT (ωB97M-V/def2-TZVPD) results for a cluster of 2 separate species, C3H4O2S in total at a distorted geometry.

Geometry as XYZ:
```
10
Properties=species:S:1:pos:R:3
C 0.950 -0.823 -0.424
C 1.909 -0.262 0.219
O 2.964 0.151 0.456
H 0.519 -0.260 -1.177
H 0.550 -1.670 0.001
O -0.686 1.590 -0.671
C -0.817 0.851 0.282
S -2.072 -0.339 0.621
H -0.517 1.190 1.224
H -2.797 -0.429 -0.532
```

## Properties
Electronic energy (eV): -18103.448
HOMO energy (hartree): -0.3457
Structure (SMILES): C=C=O.O=CS
Energy above the lowest of the compared OMol25 structures with the same formula, charge and spin (kcal/mol): 60.4
F_max (eV Å⁻¹): 3.64

6.
DFT (ωB97M-V/def2-TZVPD) results for the molecule C3H4O2S2 at a distorted geometry.

Geometry as XYZ:
```
11
Properties=species:S:1:pos:R:3
O 1.823 -1.550 0.109
C 0.717 -0.735 0.234
C 0.688 0.602 0.132
O 1.662 1.503 0.093
S -0.826 1.513 0.407
C -1.865 0.041 0.113
S -0.860 -1.533 0.397
H 1.544 -2.035 -0.691
H 1.726 2.064 -0.662
H -2.012 0.189 -0.991
H -2.597 -0.059 0.857
```

## Properties
Electronic energy (eV): -28939.306
HOMO energy (hartree): -0.2844
Structure (SMILES): OC1=C(O)SCS1
Energy above the lowest of the compared OMol25 structures with the same formula, charge and spin (kcal/mol): 40.3
F_max (eV Å⁻¹): 3.25

7.
DFT (ωB97M-V/def2-TZVPD) results for the molecule C3H4O2S2 at a distorted geometry.

Geometry as XYZ:
```
11
Properties=species:S:1:pos:R:3
O 2.831 -1.678 -0.160
C 1.963 -1.130 0.625
S 1.241 0.327 0.044
C -0.171 0.559 0.973
S -1.693 -0.218 0.511
C -1.964 0.500 -1.191
O -1.608 1.519 -1.644
H 1.561 -1.622 1.556
H -0.415 1.689 1.233
H 0.034 0.191 1.915
H -2.700 -0.305 -1.584
```

## Properties
Electronic energy (eV): -28939.444
HOMO energy (hartree): -0.3615
Structure (SMILES): O=CSCSC=O
Energy above the lowest of the compared OMol25 structures with the same formula, charge and spin (kcal/mol): 37.1
F_max (eV Å⁻¹): 5.71

8.
DFT (ωB97M-V/def2-TZVPD) results for the molecule C3H4O2S2 at a distorted geometry.

Geometry as XYZ:
```
11
Properties=species:S:1:pos:R:3
C -1.715 -1.134 -0.004
O -0.379 -0.908 0.180
C 0.010 0.322 -0.141
S -0.709 1.745 -0.599
C 1.488 0.491 -0.052
O 1.749 1.608 0.705
S 2.649 -0.511 -0.558
H -1.628 -2.259 -0.062
H -2.105 -0.591 -0.922
H -2.123 -0.718 0.941
H 2.763 1.955 0.513
```

## Properties
Electronic energy (eV): -28939.117
HOMO energy (hartree): -0.3265
Structure (SMILES): COC(=S)C(O)=S
Energy above the lowest of the compared OMol25 structures with the same formula, charge and spin (kcal/mol): 44.7
F_max (eV Å⁻¹): 4.12

9.
DFT (ωB97M-V/def2-TZVPD) results for a structure of composition C3H4O2Sr at a distorted geometry.

Geometry as XYZ:
```
10
Properties=species:S:1:pos:R:3
C -1.455 0.284 -0.912
O 1.522 -1.015 -0.014
C 1.845 -0.301 -1.164
C 0.898 0.469 -1.729
O -0.034 1.040 -0.919
Sr -0.522 -0.121 1.181
H 2.222 -1.617 0.251
H 2.770 -0.593 -1.659
H 0.873 0.568 -2.821
H -1.603 0.305 -2.057
```

## Properties
Electronic energy (eV): -8099.811
HOMO energy (alpha / beta) (hartree): -0.1626 / -0.1622
Energy above the lowest of the compared OMol25 structures with the same formula, charge and spin (kcal/mol): 96.5
F_max (eV Å⁻¹): 1.79

10.
DFT (ωB97M-V/def2-TZVPD) results for a structure of composition C3H4O2Yb.

Geometry as XYZ:
```
10
Properties=species:S:1:pos:R:3
H 3.764 0.797 -0.430
O 0.178 0.933 0.460
O -0.187 -1.164 0.289
C -0.961 0.862 -0.326
C -1.392 -0.556 -0.268
C 0.657 -0.267 0.674
H -1.543 1.772 -0.421
H -2.231 -0.763 0.414
H -1.599 -1.023 -1.242
Yb 3.314 -0.591 0.850
```

## Properties
Electronic energy (eV): -38788.623
HOMO energy (alpha / beta) (hartree): -0.4525 / -0.4554
Energy above the lowest of the compared OMol25 structures with the same formula, charge and spin (kcal/mol): 18.1
Multiplicity: 2
F_max (eV Å⁻¹): 0.71
Charge: +1

11.
DFT (ωB97M-V/def2-TZVPD) results for a structure of composition C3H4O3.

Geometry as XYZ:
```
10
Properties=species:S:1:pos:R:3
O 2.590 -0.038 -0.460
C 1.437 0.077 -0.202
O 0.814 1.258 0.099
C -0.534 1.374 -0.094
C -0.736 -0.765 0.333
O 0.583 -0.971 -0.078
H -1.047 0.394 0.643
H -0.767 1.024 -1.120
H -0.900 -1.239 1.304
H -1.438 -1.114 -0.424
```

## Properties
Electronic energy (eV): -9314.098
HOMO energy (hartree): -0.3508
Energy above the lowest of the compared OMol25 structures with the same formula, charge and spin (kcal/mol): 106.1
F_max (eV Å⁻¹): 0.68

12.
DFT (ωB97M-V/def2-TZVPD) results for the molecule C3H4O3.

Geometry as XYZ:
```
10
Properties=species:S:1:pos:R:3
O -0.208 1.834 -0.845
C -0.103 1.422 0.492
C -0.004 -0.024 0.837
O -0.052 -0.697 -0.319
C 0.152 -2.081 -0.261
O 0.930 -2.612 0.458
H -0.052 1.058 -1.400
H 0.782 1.866 0.984
H -0.963 1.797 1.070
H -0.482 -2.563 -1.017
```

## Properties
Electronic energy (eV): -9314.905
HOMO energy (hartree): -0.3474
Energy above the lowest of the compared OMol25 structures with the same formula, charge and spin (kcal/mol): 87.5
F_max (eV Å⁻¹): 0.78

13.
DFT (ωB97M-V/def2-TZVPD) results for the molecule C3H4O3 at a distorted geometry.

Geometry as XYZ:
```
10
Properties=species:S:1:pos:R:3
C 2.057 0.128 0.260
C 0.403 0.446 0.308
C -1.140 -0.071 -0.235
O 2.466 -0.791 -0.497
O -2.000 0.201 0.726
O -1.389 -0.554 -1.300
H 0.242 0.530 1.386
H 0.416 1.476 -0.067
H -2.903 -0.045 0.462
H 1.848 -1.321 -1.043
```

## Properties
Electronic energy (eV): -9314.726
HOMO energy (hartree): -0.3246
Energy above the lowest of the compared OMol25 structures with the same formula, charge and spin (kcal/mol): 91.7
F_max (eV Å⁻¹): 3.86

14.
DFT (ωB97M-V/def2-TZVPD) results for the molecule C3H4O3.

Geometry as XYZ:
```
10
Properties=species:S:1:pos:R:3
O 1.515 -0.280 1.258
C 1.417 -0.940 0.263
O 0.300 -1.147 -0.471
C -0.671 -0.141 -0.602
C -0.924 0.954 0.332
O -0.190 1.126 -0.892
H 2.242 -1.496 -0.202
H -1.449 -0.538 -1.254
H -1.903 1.432 0.330
H -0.335 1.031 1.239
```

## Properties
Electronic energy (eV): -9316.637
HOMO energy (hartree): -0.4014
Structure (SMILES): O=CO[C@H]1CO1
Energy above the lowest of the compared OMol25 structures with the same formula, charge and spin (kcal/mol): 47.6
F_max (eV Å⁻¹): 0.62

15.
DFT (ωB97M-V/def2-TZVPD) results for the molecule C3H4O3 at a distorted geometry.

Geometry as XYZ:
```
10
Properties=species:S:1:pos:R:3
O 2.113 0.200 -0.745
C 1.025 0.074 -0.253
O 0.065 1.135 -0.050
C -0.055 2.117 -0.914
C -0.830 -1.074 0.754
O 0.549 -1.017 0.301
H -1.101 -0.218 1.357
H 0.610 1.796 -1.713
H -0.866 -1.971 1.353
H -1.502 -1.217 -0.100
```

## Properties
Electronic energy (eV): -9314.695
HOMO energy (hartree): -0.3440
Energy above the lowest of the compared OMol25 structures with the same formula, charge and spin (kcal/mol): 92.4
F_max (eV Å⁻¹): 1.85

16.
DFT (ωB97M-V/def2-TZVPD) results for a structure of composition C3H4O3Pb at a distorted geometry.

Geometry as XYZ:
```
11
Properties=species:S:1:pos:R:3
C -1.169 0.191 -0.370
O 1.646 0.092 -0.595
C 0.921 -0.392 -1.503
C -0.902 0.074 1.097
O -0.393 -0.666 -1.227
O 1.284 -0.737 -2.638
H -2.211 -0.090 -0.611
H -1.782 0.420 1.666
H -1.036 1.231 -0.720
H 2.514 -0.093 3.030
Pb 1.129 -0.030 1.871
```

## Properties
Electronic energy (eV): -14562.528
HOMO energy (alpha / beta) (hartree): -0.0900 / -0.1281
Energy above the lowest of the compared OMol25 structures with the same formula, charge and spin (kcal/mol): 73.0
Multiplicity: 2
F_max (eV Å⁻¹): 3.45
Charge: -1

17.
DFT (ωB97M-V/def2-TZVPD) results for a structure of composition C3H4O3Pm at a distorted geometry.

Geometry as XYZ:
```
11
Properties=species:S:1:pos:R:3
C 1.639 -0.706 -0.729
C 1.003 -0.807 0.566
H 1.250 -1.337 -1.551
H 1.174 -1.713 1.169
H 2.742 -0.720 -0.684
O -0.906 1.650 -0.254
C -1.450 0.618 0.179
O -0.848 -0.284 0.834
O -2.748 0.383 -0.023
Pm 1.336 1.706 0.746
H -3.191 1.209 -0.253
```

## Properties
Electronic energy (eV): -25867.123
HOMO energy (alpha / beta) (hartree): -0.2120 / -0.2162
Energy above the lowest of the compared OMol25 structures with the same formula, charge and spin (kcal/mol): 92.8
Multiplicity: 6
F_max (eV Å⁻¹): 4.14

18.
DFT (ωB97M-V/def2-TZVPD) results for a cluster of 2 separate species, C3H4O3S in total at a distorted geometry.

Geometry as XYZ:
```
11
Properties=species:S:1:pos:R:3
C -0.728 -2.458 0.486
C -1.179 -1.337 0.507
C 2.341 1.174 -0.232
O -1.205 0.969 -0.470
O -3.444 -0.314 -0.209
O 1.440 1.321 0.580
S -2.262 0.165 0.518
H -0.196 -3.405 0.445
H -0.338 1.405 -0.178
H 3.307 0.622 -0.212
H 2.265 1.858 -1.235
```

## Properties
Electronic energy (eV): -20145.216
HOMO energy (alpha / beta) (hartree): -0.2803 / -0.3684
Energy above the lowest of the compared OMol25 structures with the same formula, charge and spin (kcal/mol): 72.7
Multiplicity: 3
F_max (eV Å⁻¹): 6.09

19.
DFT (ωB97M-V/def2-TZVPD) results for a structure of composition C3H4O3Sr at a distorted geometry.

Geometry as XYZ:
```
11
Properties=species:S:1:pos:R:3
C -1.018 1.235 0.693
C -0.757 0.011 1.185
O -0.414 -1.072 0.389
C 0.554 -1.044 -0.487
O 1.062 0.102 -0.888
O 0.842 -2.022 -1.177
H 0.580 0.973 -0.449
H -0.712 -0.247 2.243
H -1.512 1.315 -0.279
Sr 2.581 -1.269 -2.660
H -1.207 2.019 1.429
```

## Properties
Electronic energy (eV): -10137.106
HOMO energy (hartree): -0.6544
Energy above the lowest of the compared OMol25 structures with the same formula, charge and spin (kcal/mol): 9.2
F_max (eV Å⁻¹): 3.08
Charge: +2

20.
DFT (ωB97M-V/def2-TZVPD) results for a structure of composition C3H4O3Zn at a distorted geometry.

Geometry as XYZ:
```
11
Properties=species:S:1:pos:R:3
H 3.465 0.158 0.928
Zn 2.105 -0.414 0.221
O -1.459 -0.395 -1.306
C -0.866 -1.391 -0.739
C -0.739 1.051 -0.231
O 0.166 -1.897 -1.216
O -0.745 -1.077 0.591
C -0.105 0.200 0.738
H -0.144 1.742 -0.837
H -1.680 1.522 0.066
H 0.002 0.501 1.785
```

## Properties
Electronic energy (eV): -57730.397
HOMO energy (alpha / beta) (hartree): -0.3082 / -0.3082
Energy above the lowest of the compared OMol25 structures with the same formula, charge and spin (kcal/mol): 61.9
F_max (eV Å⁻¹): 7.10